This record from the Open Molecules 2025 dataset describes a structure of composition C30H50F6NaO30P in a non-equilibrium geometry. The level of theory is the ωB97M-V functional and the def2-TZVPD basis.

Cartesian coordinates (Å):
Na -0.40 1.27 -2.65
P -0.19 0.01 0.39
F 1.06 -0.93 0.76
F -0.54 -0.98 -0.87
F -1.18 -0.78 1.33
F -1.44 0.91 -0.15
F 0.23 1.07 1.50
F 0.84 0.87 -0.62
C -0.85 -0.36 4.74
C 0.53 -0.31 4.10
O 1.35 -0.97 5.07
C 0.58 -1.77 5.84
O 0.97 -2.56 6.62
O -0.73 -1.52 5.59
H -1.67 -0.60 4.08
H -1.09 0.53 5.33
H 0.90 0.68 3.85
H 0.56 -0.91 3.19
C -3.44 -3.28 -3.37
C -3.39 -1.89 -2.73
O -3.83 -1.05 -3.80
C -3.87 -1.76 -4.95
O -4.26 -1.32 -5.98
O -3.34 -2.98 -4.76
H -4.40 -3.74 -3.14
H -2.67 -3.98 -3.06
H -2.38 -1.57 -2.49
H -4.03 -1.82 -1.85
C 1.97 -3.59 1.62
C 2.80 -4.88 1.52
O 2.02 -5.87 2.17
C 0.81 -5.37 2.49
O -0.07 -5.98 3.00
O 0.70 -4.08 2.10
H 1.81 -3.10 0.67
H 2.35 -2.91 2.37
H 3.75 -4.70 2.04
H 3.04 -5.17 0.50
C 3.74 2.19 -0.95
C 4.52 0.98 -1.54
O 5.72 0.96 -0.76
C 5.61 1.79 0.30
O 6.34 1.84 1.23
O 4.51 2.59 0.17
H 2.75 1.86 -0.67
H 3.71 2.93 -1.75
H 4.79 1.14 -2.58
H 4.01 0.03 -1.37
C -1.85 -3.81 -0.22
C -2.67 -3.21 0.92
O -3.84 -4.02 0.98
C -3.77 -5.03 0.09
O -4.60 -5.86 -0.05
O -2.64 -4.93 -0.66
H -0.91 -4.22 0.14
H -1.71 -3.13 -1.06
H -2.99 -2.19 0.72
H -2.07 -3.21 1.83
C -1.23 5.27 -3.65
O -0.84 5.68 -2.34
C -0.41 4.73 -1.53
O -0.30 3.55 -1.82
O -0.11 5.26 -0.36
C 0.71 4.51 0.54
H -1.77 6.13 -4.04
H -1.87 4.39 -3.70
H -0.33 5.06 -4.23
H 1.76 4.77 0.41
H 0.56 3.44 0.42
H 0.40 4.77 1.55
C 1.18 -2.71 -2.81
O 0.95 -2.63 -4.22
C 0.19 -1.63 -4.63
O -0.30 -0.78 -3.91
O 0.03 -1.73 -5.94
C -0.82 -0.78 -6.57
H 0.24 -2.69 -2.26
H 1.75 -1.84 -2.48
H 1.71 -3.64 -2.64
H -1.45 -0.24 -5.87
H -1.49 -1.27 -7.27
H -0.19 -0.06 -7.10
C -1.81 6.36 5.78
O -2.26 5.11 5.26
C -1.67 4.71 4.14
O -0.79 5.26 3.54
O -2.22 3.54 3.78
C -1.96 3.17 2.43
H -2.63 6.79 6.36
H -1.60 7.07 4.98
H -0.93 6.22 6.40
H -2.46 2.22 2.31
H -0.90 3.03 2.22
H -2.23 3.97 1.73
C 4.05 -0.68 2.16
O 5.38 -1.06 2.46
C 5.52 -2.25 3.04
O 4.62 -2.95 3.45
O 6.81 -2.54 3.11
C 7.15 -3.74 3.79
H 3.99 0.41 2.18
H 3.30 -1.07 2.83
H 3.82 -0.93 1.12
H 6.53 -4.57 3.45
H 7.04 -3.61 4.87
H 8.20 -3.91 3.59
C -3.81 2.63 -0.61
O -4.19 3.11 -1.93
C -3.59 2.57 -2.97
O -2.68 1.78 -2.96
O -4.16 3.06 -4.06
C -3.77 2.51 -5.32
H -4.00 1.57 -0.58
H -4.44 3.23 0.04
H -2.78 2.90 -0.39
H -3.12 3.23 -5.83
H -4.66 2.41 -5.93
H -3.28 1.55 -5.22

Results
Strongest force on any atom = 1.78 eV Å⁻¹
Molecular weight = 1058.65 g mol⁻¹
Charge = 0
Lowest unoccupied orbital energy = -0.84 eV
E = -123365.7144 eV
HOMO level = -10.68 eV

Atomic partial charges in e from the Löwdin method, atoms 1 to 2:
1 Na 0.45
2 P 0.21

This record from the Open Molecules 2025 dataset describes a structure of composition C30H50GeN7O2PPdS. The level of theory is the ωB97M-V functional and the def2-TZVPD basis.

Cartesian coordinates (Å):
Pd -0.51 0.09 0.47
C -1.58 3.57 0.35
C -0.38 2.64 0.42
O -0.45 1.71 -0.63
N 0.84 3.44 0.27
C 2.00 2.63 -0.15
C 2.45 1.59 0.86
C 3.24 1.96 1.94
C 3.52 1.03 2.93
C 3.02 -0.26 2.80
C 2.29 -0.56 1.67
N 1.99 0.34 0.73
H -2.50 3.00 0.52
H -1.62 4.02 -0.64
H -1.51 4.35 1.10
H 1.04 3.91 1.15
H 2.82 3.32 -0.36
H 1.72 2.13 -1.07
H 3.63 2.97 2.01
H 4.12 1.30 3.79
H 3.20 -1.01 3.56
H 1.90 -1.56 1.51
O -0.22 -1.59 -0.98
P -0.60 -1.86 -2.40
N -0.55 -3.46 -2.82
C 0.79 -4.11 -2.76
C 0.49 -5.62 -2.75
C -1.04 -5.74 -2.56
C -1.47 -4.36 -2.08
N -2.16 -1.41 -2.70
C -2.93 -1.85 -3.88
C -4.34 -2.06 -3.33
C -4.44 -0.98 -2.25
C -3.06 -1.02 -1.59
N 0.46 -1.17 -3.43
C 0.39 -1.26 -4.90
C 1.35 -0.17 -5.36
C 2.38 -0.10 -4.22
C 1.52 -0.25 -2.97
H 1.32 -3.82 -1.86
H 1.38 -3.80 -3.62
H 1.03 -6.11 -1.94
H 0.80 -6.09 -3.68
H -1.31 -6.52 -1.85
H -1.53 -5.97 -3.51
H -1.34 -4.26 -1.00
H -2.51 -4.13 -2.32
H -2.50 -2.75 -4.32
H -2.95 -1.07 -4.65
H -4.43 -3.05 -2.88
H -5.10 -1.96 -4.10
H -5.24 -1.16 -1.53
H -4.60 -0.01 -2.71
H -3.04 -1.77 -0.79
H -2.78 -0.06 -1.18
H -0.62 -1.10 -5.27
H 0.72 -2.25 -5.24
H 0.83 0.79 -5.43
H 1.79 -0.39 -6.33
H 2.96 0.82 -4.22
H 3.08 -0.94 -4.30
H 1.10 0.71 -2.67
H 2.06 -0.66 -2.12
C -0.97 3.92 3.83
Ge -1.45 2.10 3.26
C -0.75 0.94 4.66
C -3.40 2.07 3.22
C -0.39 1.72 1.66
H -1.34 4.04 4.86
H -1.44 4.69 3.21
H 0.11 4.07 3.83
H -1.45 0.91 5.51
H 0.20 1.35 5.02
H -0.59 -0.08 4.31
H -3.74 2.10 4.26
H -3.81 1.18 2.74
H -3.78 2.97 2.71
H 0.61 1.62 2.07
N -2.28 -4.01 5.87
C -3.14 -3.36 5.00
S -4.80 -3.44 5.26
C -2.51 -2.70 3.90
C -3.24 -1.90 2.96
C -2.59 -1.24 1.97
N -1.23 -1.29 1.78
C -0.53 -2.09 2.63
C -1.10 -2.79 3.65
H -2.76 -4.36 6.69
H -1.41 -3.56 6.08
H -4.31 -1.83 3.06
H -3.14 -0.62 1.28
H 0.53 -2.18 2.44
H -0.48 -3.43 4.25

Results
Strongest force on any atom = 0.43 eV Å⁻¹
⟨S²⟩ = 2.02
2S+1 = 3
Molecular weight = 782.85 g mol⁻¹
Charge = 0
Lowest unoccupied orbital energy (alpha / beta) = 0.26 / -1.84 eV
E = -126567.1489 eV
HOMO level (alpha / beta) = -5.08 / -7.00 eV

Atomic partial charges in e from the Löwdin method, atoms 1 to 2:
1 Pd 1.10
2 C -0.03

This record from the Open Molecules 2025 dataset describes a structure of composition C30H50P2STl in a non-equilibrium geometry. The level of theory is the ωB97M-V functional and the def2-TZVPD basis.

Cartesian coordinates (Å):
Tl -0.09 -0.27 -1.39
C -2.58 1.68 0.33
C -2.99 0.77 -0.69
C -2.77 -0.41 1.27
C -2.51 0.96 1.55
C -3.10 -0.53 -0.11
C -2.21 3.09 0.12
H -1.76 3.25 -0.87
H -1.48 3.42 0.88
H -3.09 3.75 0.20
C -2.14 1.50 2.88
H -1.89 2.57 2.82
H -1.25 0.98 3.28
H -2.96 1.38 3.61
C -2.63 -1.54 2.22
H -3.60 -1.85 2.64
H -1.96 -1.28 3.06
H -2.19 -2.42 1.72
C -3.46 -1.78 -0.82
H -4.56 -1.89 -0.86
H -3.05 -2.66 -0.31
H -3.09 -1.78 -1.85
C -3.21 1.11 -2.11
H -4.17 1.66 -2.24
H -3.25 0.22 -2.75
H -2.42 1.77 -2.51
C 1.63 0.67 -3.48
C 0.55 1.48 -3.59
C -0.29 1.62 -4.83
C -1.18 0.44 -5.28
C -1.21 -0.80 -4.42
C -0.15 -1.60 -4.28
C 1.14 -1.39 -5.03
C 2.10 -0.27 -4.55
H 0.37 1.90 -5.67
H -0.90 0.18 -6.32
H -0.94 2.49 -4.66
H 2.41 0.31 -5.44
H 2.32 0.73 -2.63
H 0.29 2.19 -2.80
H 3.01 -0.75 -4.18
H 1.70 -2.34 -4.98
H -0.23 -2.56 -3.75
H 0.93 -1.23 -6.10
H -2.22 0.81 -5.35
H -2.20 -1.09 -4.06
P 1.57 1.96 0.75
C 1.38 2.92 2.31
H 2.28 3.54 2.45
H 1.25 2.24 3.16
H 0.49 3.56 2.24
C 3.31 1.42 1.00
H 3.89 2.26 1.41
H 3.74 1.11 0.04
H 3.34 0.57 1.69
C 1.91 3.38 -0.37
H 2.32 3.02 -1.32
H 2.63 4.06 0.12
H 0.97 3.91 -0.57
P 0.93 -2.74 0.03
C -0.20 -3.93 -0.81
H 0.37 -4.77 -1.21
H -0.72 -3.43 -1.64
H -0.97 -4.29 -0.11
C 2.41 -3.02 -1.02
H 2.14 -3.05 -2.09
H 2.90 -3.96 -0.74
H 3.12 -2.19 -0.87
C 1.37 -3.64 1.56
H 1.66 -4.68 1.34
H 0.51 -3.64 2.25
H 2.19 -3.12 2.08
S 0.96 -0.54 2.84
C 1.21 -0.31 4.50
C 2.45 0.19 4.97
C 2.59 0.55 6.30
C 1.53 0.36 7.20
C 0.33 -0.21 6.76
C 0.17 -0.57 5.43
H 3.27 0.31 4.26
H 3.53 0.99 6.64
H 1.64 0.65 8.25
H -0.49 -0.38 7.46
H -0.75 -1.02 5.06

Results
Strongest force on any atom = 3.13 eV Å⁻¹
Molecular weight = 709.13 g mol⁻¹
Charge = +1
Lowest unoccupied orbital energy (alpha / beta) = -4.43 / -3.67 eV
E = -66019.4261 eV
HOMO level (alpha / beta) = -9.62 / -9.54 eV

Atomic partial charges in e from the Löwdin method, atoms 1 to 2:
1 Tl 0.82
2 C -0.22

This record from the Open Molecules 2025 dataset describes a structure of composition C30H51Cl2CoN2PS in a non-equilibrium geometry. The level of theory is the ωB97M-V functional and the def2-TZVPD basis.

Cartesian coordinates (Å):
P 1.20 -1.70 -0.76
C 2.89 -0.96 -0.76
C 4.02 -1.98 -0.89
C 5.39 -1.29 -0.77
C 5.54 -0.11 -1.75
C 4.39 0.89 -1.63
C 3.02 0.21 -1.76
C 0.46 -2.08 -2.40
C 1.27 -3.05 -3.27
C 0.43 -3.42 -4.51
C -0.05 -2.19 -5.29
C -0.72 -1.12 -4.42
C 0.09 -0.79 -3.15
C 1.06 -3.13 0.39
C 1.52 -2.72 1.81
C 1.46 -3.91 2.77
C 0.11 -4.63 2.78
C -0.48 -4.88 1.38
C -0.38 -3.67 0.44
H 2.93 -0.51 0.26
H 3.93 -2.48 -1.87
H 3.93 -2.76 -0.12
H 6.18 -2.03 -0.94
H 5.50 -0.91 0.25
H 6.49 0.39 -1.56
H 5.59 -0.49 -2.77
H 4.44 1.39 -0.65
H 4.48 1.66 -2.40
H 2.21 0.94 -1.59
H 2.91 -0.18 -2.78
H -0.50 -2.57 -2.14
H -0.44 -3.99 -4.18
H 1.53 -3.95 -2.71
H 2.21 -2.56 -3.57
H 1.02 -4.07 -5.16
H -0.76 -2.51 -6.07
H 0.80 -1.74 -5.83
H -0.87 -0.20 -4.99
H -1.71 -1.47 -4.11
H -0.48 -0.13 -2.49
H 1.01 -0.26 -3.44
H 1.74 -3.89 -0.03
H 2.54 -2.32 1.80
H 0.87 -1.90 2.18
H 2.25 -4.62 2.49
H 1.70 -3.57 3.78
H -0.60 -4.02 3.35
H 0.21 -5.58 3.30
H -1.52 -5.19 1.47
H 0.05 -5.72 0.92
H -0.71 -3.99 -0.56
H -1.07 -2.87 0.75
Co -2.01 1.53 1.31
Cl -2.37 -0.35 0.21
Cl -0.23 1.12 2.55
C -0.77 2.33 -0.02
H 0.30 2.31 0.27
C -1.01 2.90 -1.29
C -2.15 2.51 -2.05
C -2.52 3.20 -3.20
C -1.77 4.30 -3.64
C -0.55 4.61 -3.01
C -0.14 3.90 -1.89
H -2.70 1.63 -1.69
H -3.39 2.87 -3.78
H 0.08 5.40 -3.43
H 0.83 4.09 -1.42
H -2.12 4.90 -4.48
C -4.33 1.69 6.08
C -3.00 1.74 5.36
N -3.16 1.45 3.92
C -3.10 2.42 2.98
S -4.03 2.26 1.52
N -2.58 3.65 3.44
C -3.52 4.76 3.52
C -2.76 5.95 4.07
H -5.11 2.20 5.50
H -4.23 2.20 7.05
H -4.64 0.66 6.26
H -2.55 2.74 5.40
H -2.27 1.02 5.76
H -3.55 0.55 3.64
H -1.75 3.92 2.89
H -3.97 4.96 2.53
H -4.33 4.46 4.20
H -2.11 6.37 3.28
H -3.44 6.73 4.40
H -2.12 5.67 4.92

Results
Strongest force on any atom = 3.72 eV Å⁻¹
⟨S²⟩ = 6.06
2S+1 = 5
Molecular weight = 632.63 g mol⁻¹
Charge = -1
Lowest unoccupied orbital energy (alpha / beta) = 2.62 / 2.59 eV
E = -117715.4032 eV
HOMO level (alpha / beta) = -3.20 / -3.87 eV

Atomic partial charges in e from the Löwdin method, atoms 1 to 2:
1 P 1.08
2 C -0.47

This record from the Open Molecules 2025 dataset describes a structure of composition C30H51N12O4SiSn. The level of theory is the ωB97M-V functional and the def2-TZVPD basis.

Cartesian coordinates (Å):
Sn 0.12 -0.51 -0.35
C 5.49 -2.41 -1.41
N 4.46 -1.47 -0.93
C 4.99 -0.30 -0.24
C 3.14 -1.56 -1.13
N 2.30 -0.63 -0.76
N 2.69 -2.71 -1.76
C 1.39 -3.11 -1.99
N 1.28 -4.20 -2.77
N 0.38 -2.48 -1.48
H 6.05 -2.80 -0.56
H 6.18 -1.89 -2.08
H 5.10 -3.27 -1.95
H 6.02 -0.50 0.04
H 4.44 -0.11 0.68
H 4.97 0.59 -0.88
H 2.77 0.15 -0.34
H 3.40 -3.31 -2.12
H 2.08 -4.69 -3.14
H 0.38 -4.60 -2.96
H -0.50 -2.91 -1.75
N -2.90 1.04 1.04
N -2.91 2.25 1.73
C -1.79 2.84 2.10
N -1.84 3.99 2.76
N -0.63 2.14 1.84
N 0.46 2.78 1.86
O 0.70 3.96 1.83
O 1.64 2.04 1.75
H -2.93 1.20 0.04
H -3.71 0.50 1.32
H -3.79 2.69 1.96
H -2.71 4.41 3.02
H -1.00 4.51 2.95
C 4.14 0.67 5.38
C 3.48 1.29 4.13
C 2.77 2.58 4.58
C 4.55 1.63 3.08
Si 2.27 0.02 3.48
O 1.47 0.65 1.98
C 0.94 -0.47 4.66
C 1.34 -1.27 5.74
C 0.42 -1.71 6.67
C -0.92 -1.38 6.54
C -1.34 -0.60 5.47
C -0.41 -0.15 4.53
C 2.97 -1.52 2.71
C 4.29 -1.95 2.86
C 4.71 -3.17 2.33
C 3.81 -3.99 1.65
C 2.48 -3.58 1.51
C 2.07 -2.37 2.04
H 4.92 1.35 5.74
H 4.62 -0.29 5.19
H 3.42 0.54 6.19
H 3.47 3.18 5.17
H 1.91 2.37 5.22
H 2.45 3.20 3.74
H 5.24 2.37 3.49
H 4.12 2.05 2.17
H 5.15 0.75 2.81
H 2.39 -1.55 5.85
H 0.75 -2.33 7.50
H -1.64 -1.73 7.27
H -2.39 -0.35 5.36
H -0.75 0.42 3.69
H 5.01 -1.34 3.39
H 5.73 -3.50 2.48
H 4.13 -4.95 1.27
H 1.76 -4.24 1.02
H 1.02 -2.09 1.98
C 0.85 3.71 -4.19
C 1.40 3.84 -2.76
C 0.90 2.77 -1.88
N 0.51 1.92 -1.21
H 1.29 4.48 -4.81
H -0.24 3.84 -4.20
H 1.09 2.74 -4.62
H 1.11 4.80 -2.32
H 2.49 3.80 -2.75
O -1.85 -0.24 -1.85
C -2.40 -0.15 -2.96
C -1.78 -0.64 -4.22
C -2.32 -2.10 -4.37
C -3.85 -2.29 -4.26
C -4.45 -2.15 -2.85
C -4.68 -0.69 -2.39
N -3.71 0.20 -3.07
H -0.69 -0.65 -4.17
H -2.10 -0.04 -5.08
H -1.85 -2.72 -3.60
H -1.99 -2.47 -5.33
H -4.05 -3.31 -4.60
H -4.36 -1.64 -4.97
H -3.79 -2.66 -2.14
H -5.41 -2.68 -2.82
H -4.56 -0.60 -1.31
H -5.67 -0.34 -2.65
H -3.98 0.35 -4.03

Results
Strongest force on any atom = 0.73 eV Å⁻¹
Molecular weight = 790.62 g mol⁻¹
Charge = +3
Lowest unoccupied orbital energy = -8.39 eV
E = -71692.4390 eV
HOMO level = -15.34 eV

Atomic partial charges in e from the Löwdin method, atoms 1 to 2:
1 Sn 1.34
2 C 0.01